{"formula": "C3H9ClN", "method": "the ωB97M-V functional and the def2-TZVPD basis", "elements": ["C", "C", "C", "N", "Cl", "H", "H", "H", "H", "H", "H", "H", "H", "H"], "xyz": [[-0.94939, -0.78946, -0.83627], [1.06070, -0.61702, 0.86166], [-0.40988, -0.08738, 0.35134], [-0.13091, 1.31824, -0.05932], [2.29564, -0.11747, -0.37358], [-0.29566, -0.89694, -1.73206], [-1.73924, -0.24835, -1.34674], [-1.26593, -1.81659, -0.41059], [1.33632, -0.09234, 1.68596], [1.12629, -1.75235, 1.15890], [-0.89108, 0.15048, 1.31063], [-0.04355, 1.95892, 0.72407], [-0.81262, 1.77827, -0.58760], [0.71932, 1.21198, -0.74640]], "forces_ev_per_angstrom": [[-1.00, -2.30, 0.12], [-7.01, -4.86, 1.03], [2.99, 0.63, 2.13], [2.79, 0.30, -1.43], [5.10, 1.45, -4.46], [0.55, -0.27, 1.16], [-0.91, -0.11, 0.65], [0.19, 1.49, -1.40], [1.07, 1.74, 2.92], [-0.36, 2.00, -0.61], [-1.28, -1.38, -0.70], [1.05, -0.04, 0.22], [-1.98, 0.32, -1.35], [-1.20, 1.03, 1.71]], "lowdin_charge": [-0.060, -0.485, -0.394, 0.125, 0.755, 0.103, 0.085, 0.141, 0.026, 0.137, 0.148, 0.173, 0.135, 0.110], "orbital_gap_ev": [5.50, 7.33], "charge": 1, "multiplicity": 3, "s2": 2.005}

***

{"formula": "C3H9ClNO2P", "method": "the ωB97M-V functional and the def2-TZVPD basis", "elements": ["C", "C", "C", "N", "O", "O", "P", "Cl", "H", "H", "H", "H", "H", "H", "H", "H", "H"], "xyz": [[1.58284, -0.49723, -0.00631], [-0.09020, 1.49725, -0.42948], [0.16479, -0.06176, -0.31275], [-0.65970, -0.57993, 0.71285], [-2.66120, -1.55324, 1.88179], [-2.48575, -1.99194, -0.53146], [-2.43350, -0.71683, 0.51423], [-0.21425, 0.33099, 2.62626], [1.68863, -0.97937, 0.93809], [1.85936, -1.10241, -0.80404], [2.26624, 0.41527, -0.07608], [0.57729, 1.95270, 0.26951], [-1.13192, 1.58966, -0.08034], [0.24050, 1.89587, -1.40644], [-0.29447, -0.38065, -1.29032], [-1.76408, -1.68693, 2.24535], [-2.29042, -2.88097, -0.23884]], "forces_ev_per_angstrom": [[0.70, 2.89, -1.03], [0.70, -1.20, -0.04], [-0.70, 2.25, 0.24], [-0.54, -1.03, 2.19], [0.54, 0.39, 0.41], [0.13, 1.44, -0.59], [-0.39, -0.82, -0.13], [-0.75, -0.92, -2.75], [-0.04, -0.27, 0.53], [0.99, -1.53, -1.16], [-0.73, -1.21, 0.34], [0.18, 0.48, 0.80], [0.44, 0.81, -0.85], [-0.89, -0.20, 0.27], [0.49, -0.67, 0.94], [-0.40, -0.19, 0.30], [0.29, -0.23, 0.55]], "lowdin_charge": [-0.073, -0.083, -0.559, -0.376, -0.314, -0.275, 0.758, 0.329, 0.049, 0.046, 0.106, 0.039, 0.045, 0.085, 0.157, 0.011, 0.054], "orbital_gap_ev": 7.56, "e_above_lowest_kj_mol": 320.1}

***

{"formula": "C3H9ClNP", "method": "the ωB97M-V functional and the def2-TZVPD basis", "elements": ["C", "C", "C", "N", "P", "Cl", "H", "H", "H", "H", "H", "H", "H", "H", "H"], "xyz": [[-1.26864, -0.56119, -0.96861], [-0.01141, -0.77179, 1.06516], [0.13996, -0.32179, -0.35965], [-0.84527, 1.96626, 0.25291], [0.49084, 1.54065, -0.40680], [3.85720, -0.17833, -0.05357], [-1.86290, -0.84323, -0.14525], [-1.73131, 0.38289, -1.37914], [-1.28740, -1.37691, -1.79700], [-0.52051, -1.64019, 1.03469], [-0.47199, -0.06435, 1.69254], [0.89879, -0.87701, 1.51849], [0.71285, -0.95536, -1.04732], [2.96485, 0.74750, 0.31799], [-1.06506, 2.95286, 0.27554]], "forces_ev_per_angstrom": [[-0.32, 0.67, -2.58], [1.48, 1.83, -0.90], [-1.23, 0.59, -1.57], [-0.55, 0.47, -0.01], [0.10, -1.05, -0.25], [-1.01, 1.03, 0.45], [-1.24, -0.48, 0.47], [0.40, -1.16, 0.21], [0.08, 1.34, 1.50], [-1.57, -3.06, 0.46], [-1.28, 1.00, 0.33], [2.67, -0.84, 1.21], [1.08, 0.41, 0.91], [1.10, -1.02, -0.46], [0.32, 0.26, 0.22]], "lowdin_charge": [-0.165, -0.153, -0.612, -0.284, 0.866, 0.232, 0.036, 0.055, 0.104, 0.043, 0.058, 0.036, 0.085, -0.270, -0.030], "orbital_gap_ev": 8.59, "e_above_lowest_kj_mol": 302.7}

***

{"formula": "C3H9ClNPS", "method": "the ωB97M-V functional and the def2-TZVPD basis", "elements": ["C", "C", "C", "N", "P", "S", "Cl", "H", "H", "H", "H", "H", "H", "H", "H", "H"], "xyz": [[1.77102, -0.99495, -0.35597], [-0.60696, -0.66464, -1.05981], [-1.47217, 1.03066, 1.51484], [0.38033, -0.47000, -0.12088], [0.31499, 0.83044, 0.97990], [1.45632, 0.81265, 2.56569], [-0.22159, 2.04059, -2.57919], [2.36649, -0.49055, -1.09489], [2.24752, -0.92731, 0.61890], [1.80822, -2.11328, -0.66273], [-1.62488, -0.83478, -0.87510], [-0.52905, 0.26054, -1.73888], [-0.25375, -1.55766, -1.57000], [-1.89771, 0.84536, 0.46646], [-1.85619, 0.22221, 2.17438], [-1.88258, 2.01072, 1.73727]], "forces_ev_per_angstrom": [[-0.62, -1.98, 0.54], [1.40, -0.39, -3.08], [-0.59, -1.16, -3.35], [1.61, 1.14, 3.11], [-0.70, -0.94, 1.66], [-0.02, 0.19, -1.15], [0.04, -0.19, 0.59], [-0.20, 0.75, -0.41], [0.30, -0.01, -0.13], [-0.74, 1.82, 0.57], [-1.31, 0.11, 1.43], [-0.27, -0.34, -0.48], [-0.27, 0.12, -0.79], [-0.12, 0.13, 1.41], [0.73, 0.60, -0.28], [0.77, 0.16, 0.39]], "lowdin_charge": [-0.086, -0.213, -0.245, -0.405, 0.525, 0.254, -0.282, 0.085, 0.019, 0.127, 0.075, -0.100, 0.099, 0.035, 0.064, 0.047], "orbital_gap_ev": [6.35, 5.26], "e_above_lowest_kj_mol": 345.1}